{
  "formula": "C29H49BrIN3O9P",
  "method": "ωB97M-V/def2-TZVPD",
  "e_tot_ev": -141188.606,
  "homo_energy_ev": -11.42,
  "total_charge": 1,
  "species": ["C", "C", "C", "N", "P", "N", "C", "C", "Br", "C", "C", "C", "C", "C", "C", "C", "C", "C", "N", "C", "C", "C", "I", "H", "H", "H", "H", "H", "H", "H", "H", "H", "H", "H", "H", "H", "H", "H", "H", "H", "H", "H", "H", "H", "H", "H", "H", "H", "H", "H", "H", "H", "H", "H", "C", "C", "C", "O", "C", "O", "O", "H", "H", "H", "H", "H", "H", "C", "C", "C", "O", "C", "O", "O", "H", "H", "H", "H", "H", "H", "C", "C", "C", "O", "C", "O", "O", "H", "H", "H", "H", "H", "H"],
  "xyz": [[2.983, 3.917, 0.944], [2.407, 2.637, 0.912], [1.049, 2.424, 0.446], [0.600, 1.679, -0.566], [1.702, 0.758, -1.564], [2.504, -0.322, -0.785], [-0.783, 1.741, -0.637], [-1.704, 1.074, -1.598], [-1.347, 1.769, -3.396], [-1.659, -0.460, -1.567], [-2.868, -1.011, -2.358], [-1.166, 2.554, 0.377], [-2.587, 2.908, 0.727], [-3.149, 1.769, 1.626], [-4.679, 1.675, 1.634], [-5.322, 1.453, 0.257], [-6.859, 1.705, 0.375], [-7.391, 2.780, -0.617], [-0.025, 2.978, 1.017], [-0.009, 3.901, 2.153], [0.158, 5.395, 1.756], [-0.952, 6.296, 2.366], [0.189, 5.760, -0.373], [3.052, 4.524, 1.847], [3.355, 4.329, 0.005], [3.021, 1.810, 1.278], [0.922, 0.173, -2.571], [2.607, 1.707, -2.091], [2.262, -0.357, 0.202], [-2.712, 1.363, -1.322], [-1.749, -0.845, -0.549], [-0.750, -0.823, -2.047], [-3.767, -0.449, -2.090], [-2.993, -2.073, -2.180], [-2.699, -0.811, -3.417], [-2.571, 3.873, 1.238], [-3.113, 3.011, -0.219], [-2.785, 1.983, 2.637], [-2.662, 0.842, 1.314], [-4.927, 0.791, 2.229], [-5.086, 2.546, 2.154], [-5.230, 0.403, -0.030], [-4.889, 2.077, -0.527], [-7.087, 2.035, 1.389], [-7.394, 0.771, 0.206], [-6.598, 3.158, -1.262], [-7.890, 3.581, -0.076], [-8.123, 2.315, -1.280], [-0.942, 3.742, 2.691], [0.830, 3.581, 2.770], [1.106, 5.775, 2.125], [-1.446, 5.813, 3.212], [-1.669, 6.554, 1.590], [-0.513, 7.225, 2.728], [2.114, 1.582, 7.205], [1.265, 1.521, 5.960], [0.016, 0.685, 6.094], [-0.205, 0.260, 4.740], [1.004, 0.236, 4.126], [1.208, -0.253, 3.060], [1.947, 0.841, 4.889], [2.972, 2.236, 7.050], [1.539, 1.961, 8.050], [2.507, 0.596, 7.454], [1.026, 2.533, 5.616], [-0.835, 1.251, 6.465], [0.158, -0.201, 6.717], [1.658, -5.130, -2.776], [0.243, -5.013, -3.282], [-0.159, -3.621, -3.702], [-1.578, -3.640, -3.490], [-1.819, -4.548, -2.505], [-2.864, -4.669, -1.954], [-0.712, -5.280, -2.240], [1.889, -6.168, -2.536], [2.371, -4.784, -3.524], [1.794, -4.555, -1.858], [0.070, -5.732, -4.087], [0.072, -3.411, -4.743], [0.278, -2.842, -3.070], [7.995, -5.310, -3.497], [6.509, -5.325, -3.752], [5.743, -6.327, -2.923], [4.612, -6.608, -3.759], [5.004, -6.395, -5.045], [4.374, -6.712, -5.998], [6.210, -5.771, -5.084], [8.476, -4.536, -4.095], [8.207, -5.116, -2.445], [8.448, -6.260, -3.784], [6.095, -4.319, -3.636], [5.423, -5.923, -1.965], [6.292, -7.257, -2.757]],
  "atomic_forces_ev_per_a": [[-0.5734, -0.5290, -0.6632], [0.6745, 0.5440, 0.4250], [0.9617, 0.0749, -1.3989], [-0.2270, -0.7673, -1.3778], [1.6746, -1.5394, 0.8692], [-0.6418, 0.6795, 0.3085], [-0.1460, 0.2307, 0.2692], [0.7350, -0.6326, 0.5391], [-0.1561, 0.0386, 0.0390], [-0.9882, -0.1414, -0.8284], [0.5105, 0.6366, -0.0637], [-0.6571, 0.3150, -0.4332], [1.0454, -0.4069, 0.4781], [0.0127, 0.7807, -0.1393], [0.7606, -0.6182, -0.2430], [-1.0630, -0.1166, 0.7613], [0.3276, 0.5745, -0.6634], [-0.1706, -0.8191, 0.1695], [-0.1814, 0.0966, 0.7262], [0.3179, -0.0427, -0.6868], [-0.6665, 0.4265, 0.4650], [0.4395, -0.0939, -0.2905], [0.1681, -0.0522, 0.1712], [2.0627, -0.8577, 0.3588], [-1.7556, 1.1412, -0.1110], [-1.0444, -0.0402, 1.5624], [-0.1365, 0.8842, -0.1655], [-0.7987, 0.2786, -0.3922], [0.2646, -0.4967, -0.0214], [-0.0399, 0.2071, -0.2144], [0.3713, 0.3234, 0.1307], [0.0911, -0.1229, 0.3400], [-0.0800, -0.2480, 0.1809], [-0.1709, 0.0146, -0.1019], [-0.1149, -0.3257, -0.0398], [-0.3870, 0.0058, -0.1006], [-0.1793, 0.1587, 0.1277], [-0.0596, -0.2602, 0.0278], [-0.2938, -0.1220, 0.0021], [-0.1385, 0.2222, 0.2056], [-0.1000, 0.0517, -0.2075], [0.5254, 0.0871, -0.0906], [-0.0645, 0.0128, 0.0274], [-0.0078, -0.1508, 0.0279], [0.0147, 0.0171, 0.1149], [-0.0257, 0.2349, 0.1513], [0.1109, 0.1694, -0.2135], [-0.0553, 0.2033, -0.0076], [0.0607, 0.0613, 0.0324], [-0.1102, 0.1025, 0.1543], [0.1542, -0.2480, -0.1918], [-0.0162, -0.0158, -0.0712], [-0.2887, -0.0426, 0.2912], [-0.0616, 0.0027, -0.0630], [0.3962, -0.0280, -0.1656], [0.2090, -0.0152, 0.6051], [-0.2474, 0.0847, 0.0358], [0.1826, 0.0483, -0.0452], [0.0633, -0.1035, 0.0799], [-0.0251, 0.1652, -0.2247], [-0.3028, 0.0409, -0.2332], [-0.0510, 0.0486, 0.0357], [-0.0454, 0.0107, -0.0412], [-0.1466, -0.0467, 0.0130], [-0.0737, -0.0434, -0.0536], [-0.0914, -0.0580, -0.1805], [0.1132, 0.0400, 0.0210], [-0.0387, -0.2306, 0.4053], [0.6321, 0.0199, 0.0901], [-0.1072, 0.0790, -0.3254], [0.2410, -0.1012, 0.1161], [-0.0633, -0.1880, 0.0898], [-0.0319, 0.1210, 0.0354], [-0.2345, 0.1865, -0.2186], [0.0528, -0.0016, -0.1196], [-0.0559, -0.0432, -0.0655], [-0.0674, 0.1410, -0.0872], [-0.0840, 0.0640, -0.0289], [-0.1934, 0.0148, -0.0212], [0.0951, -0.1127, 0.0792], [0.1603, 0.0365, -0.3844], [0.5438, -0.0258, 0.2144], [-0.2062, 0.0301, 0.2237], [0.2114, 0.0775, -0.0800], [-0.0053, -0.0592, -0.1669], [-0.0692, 0.0369, 0.0087], [-0.3136, -0.0308, 0.1386], [-0.0136, 0.0359, 0.0639], [-0.0604, 0.0102, 0.0067], [-0.0913, -0.0647, 0.1008], [-0.0904, -0.0449, 0.0200], [-0.1861, -0.0415, -0.0639], [0.1114, 0.0607, -0.0542]],
  "lowdin_charge": [0.068, -0.085, -0.301, -0.055, 0.775, -0.256, -0.247, -0.623, 0.768, -0.262, -0.086, -0.179, -0.093, -0.162, -0.198, -0.204, -0.230, -0.092, -0.001, -0.138, -0.685, -0.159, 0.969, 0.076, 0.074, 0.120, -0.016, 0.029, -0.027, 0.072, 0.126, 0.062, 0.073, 0.060, 0.061, 0.115, 0.108, 0.111, 0.114, 0.122, 0.116, 0.107, 0.081, 0.093, 0.101, 0.059, 0.066, 0.068, 0.116, 0.125, 0.056, 0.078, 0.038, 0.080, -0.016, -0.336, -0.087, 0.060, -0.568, 0.147, 0.083, 0.089, 0.096, 0.098, 0.150, 0.141, 0.146, -0.018, -0.320, -0.093, 0.039, -0.563, 0.166, 0.096, 0.090, 0.087, 0.093, 0.165, 0.142, 0.124, -0.022, -0.337, -0.096, 0.042, -0.560, 0.171, 0.087, 0.087, 0.092, 0.094, 0.157, 0.138, 0.142]
}

---

{
  "formula": "C29H49ClF3HgNO5PS",
  "method": "ωB97M-V/def2-TZVPD",
  "e_tot_ev": -87547.613,
  "homo_energy_ev": -10.74,
  "total_charge": 1,
  "species": ["C", "C", "P", "C", "C", "C", "S", "O", "O", "O", "C", "C", "C", "Cl", "O", "C", "C", "C", "C", "C", "C", "C", "C", "C", "C", "C", "C", "C", "N", "C", "C", "C", "C", "C", "C", "C", "C", "F", "F", "F", "O", "H", "H", "H", "H", "H", "H", "H", "H", "H", "H", "H", "H", "H", "H", "H", "H", "H", "H", "H", "H", "H", "H", "H", "H", "H", "H", "H", "H", "H", "H", "H", "H", "H", "H", "H", "H", "H", "H", "H", "H", "H", "H", "H", "H", "H", "H", "H", "H", "H", "Hg"],
  "xyz": [[1.147, 2.983, -0.225], [1.869, 1.928, 0.006], [2.796, 0.227, -0.054], [3.096, 0.301, 1.875], [3.920, 1.603, 2.338], [3.191, 2.210, 3.630], [1.819, 3.399, 3.281], [2.209, 4.510, 2.335], [1.516, 4.082, 4.598], [0.372, 2.639, 2.839], [2.503, 0.108, -1.935], [2.825, 1.430, -2.775], [4.261, 2.080, -2.501], [2.849, 0.892, -4.568], [3.430, -1.420, -0.231], [2.423, -2.475, -0.090], [1.820, -3.140, -1.410], [0.721, -4.258, -1.066], [-0.622, -3.938, -1.889], [-1.916, -3.905, -0.966], [-2.298, -2.394, -0.606], [-2.642, -1.484, -1.919], [-1.434, -0.394, -2.111], [-1.557, 0.458, -3.464], [-2.693, 1.587, -3.448], [-2.347, 2.822, -2.436], [-3.011, 2.467, -1.021], [-3.468, 3.777, -0.167], [-3.930, 3.220, 1.158], [-5.297, 2.846, 1.387], [-5.251, 2.301, 2.833], [-3.762, 2.411, 3.335], [-2.929, 3.029, 2.186], [1.143, -1.813, 0.698], [1.030, -2.315, 2.219], [0.011, -3.534, 2.457], [0.775, -4.904, 2.801], [1.177, -4.998, 4.160], [-0.138, -5.962, 2.534], [1.933, -5.132, 2.019], [1.203, -0.378, 0.452], [0.573, 3.889, -0.623], [4.133, 0.753, -0.094], [3.667, -0.657, 2.178], [2.094, 0.285, 2.417], [4.949, 1.221, 2.706], [4.145, 2.354, 1.511], [2.794, 1.395, 4.347], [3.968, 2.793, 4.252], [0.516, 1.679, 2.675], [3.058, -0.776, -2.408], [1.378, -0.128, -2.083], [2.006, 2.233, -2.733], [4.242, 2.787, -1.597], [4.685, 2.641, -3.412], [4.990, 1.233, -2.222], [2.934, -3.285, 0.538], [1.228, -2.314, -1.964], [2.612, -3.483, -2.177], [1.132, -5.262, -1.467], [0.566, -4.423, 0.050], [-0.589, -2.947, -2.451], [-0.781, -4.765, -2.680], [-1.730, -4.523, -0.010], [-2.781, -4.445, -1.498], [-3.255, -2.428, 0.044], [-1.516, -1.851, 0.030], [-2.791, -2.102, -2.864], [-3.618, -0.935, -1.630], [-1.286, 0.248, -1.144], [-0.468, -1.027, -2.206], [-0.525, 0.885, -3.735], [-1.852, -0.295, -4.291], [-2.817, 1.983, -4.527], [-3.695, 1.110, -3.178], [-2.692, 3.813, -2.886], [-1.200, 2.884, -2.349], [-3.984, 1.867, -1.173], [-2.302, 1.896, -0.305], [-4.303, 4.360, -0.680], [-2.563, 4.481, -0.022], [-6.133, 2.937, 0.628], [-6.138, 1.865, 3.398], [-3.313, 2.091, 4.326], [-1.815, 3.270, 2.107], [0.124, -2.075, 0.259], [2.070, -2.689, 2.563], [0.787, -1.435, 2.923], [-0.587, -3.276, 3.410], [-0.709, -3.619, 1.579], [-0.280, 0.920, -0.086]],
  "atomic_forces_ev_per_a": [[1.3428, -3.0126, -0.0813], [-2.8452, 4.9787, -1.2482], [3.9115, -1.7830, 1.1307], [0.3448, 0.2338, 0.5061], [0.0867, -1.4339, 1.0023], [1.2488, -0.8506, -0.0961], [0.1451, 6.9420, 3.2927], [-0.9891, -4.3351, 0.7359], [0.3428, -3.2058, -3.0950], [1.8032, -0.4464, -0.0989], [-1.3569, 1.0157, -1.4113], [0.5005, 0.3126, -0.3281], [0.3390, -0.4644, 0.4358], [-0.2770, 0.2960, 0.9948], [-2.3050, -0.4611, 0.8373], [-0.2353, 0.0637, 0.2520], [-0.1743, 1.0901, -0.4493], [0.8180, -0.4366, -1.4276], [-0.6543, -1.1116, 0.1514], [0.2397, -0.0584, 0.1189], [-1.6437, -0.3970, -0.2107], [0.3234, 1.0498, 2.2323], [-0.1403, -2.4433, -2.8795], [-0.3600, 0.1131, 0.1772], [0.5005, 0.4686, -0.5477], [-0.0015, -1.5589, -0.2478], [-0.9484, 1.8907, -0.1998], [0.6224, -1.0325, -0.0280], [0.6572, 1.0782, -0.8199], [3.1694, -1.3093, 4.9267], [2.7331, 1.2411, -2.3584], [-0.7220, 1.0731, -3.8389], [-5.0910, -2.1859, 2.1483], [-0.6602, -1.7464, 0.1298], [1.2953, 0.4208, 0.7425], [0.5385, 0.7219, 1.0316], [-0.5067, -0.8543, -0.1213], [-0.9557, 0.2940, -3.2503], [2.2088, 1.9737, 0.7223], [-2.4220, 0.4495, 1.6510], [-0.0833, -3.1978, 0.5763], [1.3125, -1.5052, 1.0937], [-0.5424, 0.3356, -0.8924], [-0.9311, 1.5446, -0.4954], [1.3127, 0.0164, -0.4548], [-1.5913, 0.8511, -0.5462], [-0.6330, -0.7721, 1.1021], [0.4097, 1.2967, -1.3459], [-1.6875, -0.2549, -1.0252], [0.1634, 0.6930, 0.3185], [-0.5989, 1.5386, 0.9849], [1.6304, 0.3807, -0.0529], [1.2176, -1.3380, -0.0183], [-0.1230, -0.9531, -1.3271], [-0.9336, -0.8931, 1.4354], [-1.0413, 1.3034, -0.5939], [-1.0181, 1.0676, -0.7287], [1.1631, -1.1442, 0.8357], [-1.0969, 0.3662, 1.5223], [-0.6898, 1.5418, 0.8178], [0.0895, 0.4624, -1.5744], [0.2800, -1.4752, 0.6538], [0.3693, 1.3869, 1.1905], [-0.3177, 0.9895, -1.4121], [1.0884, 1.1548, 0.8199], [1.5461, 0.1139, -0.9424], [-1.0454, -0.8641, -0.8994], [0.3921, 0.9401, 1.2113], [1.5199, -0.7687, -0.9264], [-2.5460, -1.3701, -2.2600], [-1.4499, 1.1681, 0.3562], [-1.5125, -0.4701, 0.3335], [0.6521, 1.0416, 1.3946], [0.3290, -0.6198, 1.7378], [1.3438, 0.6973, -0.2623], [0.2284, -1.3578, 0.8692], [-1.5734, 0.0179, -0.1049], [1.7651, 0.6026, 0.3165], [-1.0848, 0.6512, -0.9029], [1.1271, -0.9323, 0.6497], [-1.5397, -1.0769, -0.0478], [1.4808, 0.0067, 1.1413], [1.5457, 0.7915, -0.8720], [-0.9455, 0.5308, -1.4590], [-2.0846, -0.1176, -0.0301], [1.8665, -0.1918, 0.1926], [-1.5762, 0.8083, -0.5369], [0.1118, -1.3578, -1.1347], [0.7941, -0.6619, -1.5715], [1.0305, -0.3715, 1.2836], [0.9935, 2.8149, 1.0988]],
  "lowdin_charge": [0.049, -0.212, 0.605, -0.259, -0.232, -0.226, 0.731, -0.333, -0.338, -0.247, -0.295, -0.697, -0.151, 0.521, -0.298, -0.247, -0.125, -0.155, -0.183, -0.194, -0.194, -0.136, -0.217, -0.173, -0.185, -0.174, -0.189, -0.135, -0.219, -0.048, -0.058, -0.055, -0.072, -0.252, -0.104, -0.049, -0.405, 0.075, 0.058, 0.063, -0.529, 0.110, 0.062, 0.117, 0.047, 0.131, 0.108, 0.132, 0.136, 0.045, 0.105, 0.052, 0.080, 0.078, 0.085, 0.092, 0.155, 0.079, 0.143, 0.131, 0.083, 0.080, 0.128, 0.108, 0.126, 0.125, 0.067, 0.135, 0.119, -0.053, 0.085, 0.113, 0.139, 0.127, 0.107, 0.124, 0.090, 0.127, 0.037, 0.137, 0.134, 0.120, 0.085, 0.082, 0.088, 0.093, 0.133, 0.121, 0.147, 0.093, 1.293]
}